1.
Molecular formula: C19H25N3O5
Method: DFT, ωB97M-V/def2-TZVPD

Properties
Gap between HOMO and LUMO in eV: 8.6
ΔE to the lowest compared entry with this formula, charge and spin in kcal/mol: 100.1
HOMO in eV: -7.9
LUMO in Eh: 0.0263
SMILES: COc1cc(-c2noc(CCC(=O)NC3CCCC3)n2)cc(OC)c1OC

Atoms and positions in Å:
C -1.906 -3.555 0.571
H -1.032 -3.415 -0.072
O -2.899 -2.589 0.319
C -2.584 -1.266 0.495
C -1.334 -0.850 0.933
C -1.042 0.500 1.076
C -2.003 1.466 0.788
C -3.257 1.068 0.366
C -3.569 -0.304 0.212
O -4.838 -0.517 -0.218
C -5.369 -1.815 -0.355
H -6.405 -1.662 -0.659
H -4.845 -2.390 -1.121
H -5.344 -2.365 0.588
O -4.278 1.915 0.064
C -4.050 3.298 0.189
H -4.987 3.774 -0.095
H -3.253 3.638 -0.479
H -3.802 3.574 1.219
H -1.739 2.503 0.906
C 0.285 0.887 1.484
N 0.728 2.119 1.533
O 2.040 2.014 1.898
C 2.293 0.703 2.047
N 1.254 -0.028 1.811
C 3.666 0.254 2.385
C 3.954 -1.134 1.810
H 5.016 -1.361 1.918
H 3.399 -1.886 2.373
C 3.578 -1.361 0.346
O 3.426 -2.485 -0.086
N 3.475 -0.264 -0.431
H 3.522 0.655 -0.025
C 2.943 -0.333 -1.780
H 3.396 -1.212 -2.246
C 1.401 -0.431 -1.777
C 0.872 0.952 -2.189
C 2.086 1.882 -2.135
H 2.221 2.268 -1.123
H 1.986 2.734 -2.805
C 3.248 0.968 -2.521
H 3.231 0.785 -3.596
H 4.224 1.373 -2.255
H 0.484 0.916 -3.207
H 0.070 1.291 -1.534
H 1.057 -0.711 -0.782
H 1.067 -1.203 -2.467
H 3.762 0.214 3.474
H 4.376 1.003 2.027
H -0.559 -1.560 1.165
H -2.373 -4.512 0.342
H -1.592 -3.547 1.619

2.
Molecular formula: C4H6Cl2
Method: DFT, ωB97M-V/def2-TZVPD

Properties
Gap between HOMO and LUMO in eV: 10.4
ΔE to the lowest compared entry with this formula, charge and spin in kcal/mol: 54.3
HOMO in eV: -9.5
LUMO in Eh: 0.0325

Atoms and positions in Å:
C -0.073 0.611 -0.499
C 0.110 -0.517 0.118
C -0.482 0.698 -1.915
C 0.570 -0.672 2.038
Cl -0.097 -2.110 -0.471
Cl 0.775 0.928 2.636
H 0.180 1.591 0.108
H 0.317 1.051 -2.414
H -0.848 -0.239 -2.358
H -1.383 1.242 -1.888
H -0.360 -1.155 2.586
H 1.290 -1.428 2.059

3.
Molecular formula: C25H36ClILaP2Sb
Method: DFT, ωB97M-V/def2-TZVPD

Properties
Gap between HOMO and LUMO in eV: 6.8
Total charge: +2
HOMO in eV: -13.8
LUMO in Eh: -0.2553

Atoms and positions in Å:
C -1.369 0.045 -4.537
I -2.436 0.554 -2.617
H -0.287 0.130 -4.390
H -1.713 0.741 -5.317
H -1.638 -0.973 -4.836
La -0.036 0.029 -0.752
P 0.062 2.842 -0.004
C -1.404 3.933 0.020
C 1.169 3.734 1.140
H 1.266 4.775 0.797
H 0.882 4.507 -1.499
H 2.159 3.262 1.136
H 1.721 2.937 -1.822
H -1.899 3.872 0.998
H 0.769 3.716 2.161
C 0.752 3.419 -1.619
H -1.074 4.966 -0.175
H 0.045 3.213 -2.438
H -2.103 3.619 -0.767
P 0.032 -2.728 0.324
C -1.458 -3.744 0.603
C 0.778 -3.624 -1.104
H 2.062 -2.675 1.647
H 1.331 -4.307 1.664
H 0.644 -2.988 2.665
C 1.117 -3.228 1.707
H 1.731 -3.153 -1.390
H 0.952 -4.672 -0.805
H -1.185 -4.796 0.777
H -2.095 -3.685 -0.292
H 0.092 -3.596 -1.962
H -2.019 -3.360 1.460
Cl 2.542 0.008 -0.922
C -1.449 4.098 5.980
C -0.170 3.530 6.010
C 0.210 2.585 5.044
C -0.711 2.157 4.086
C -1.988 2.726 4.041
C -2.353 3.694 4.988
Sb -0.241 0.515 2.687
C 1.505 -0.208 3.789
C 2.742 -0.218 3.123
C 3.915 -0.530 3.817
C 3.865 -0.871 5.176
C 2.631 -0.884 5.839
C 1.453 -0.557 5.147
C -1.787 -0.937 3.235
C -1.531 -2.020 4.077
C -2.564 -2.922 4.390
C -3.851 -2.740 3.865
C -4.092 -1.651 3.018
C -3.063 -0.758 2.694
H -1.746 4.843 6.721
H 0.546 3.809 6.789
H 1.220 2.164 5.057
H -2.709 2.413 3.282
H -3.358 4.116 4.942
H 2.807 0.023 2.055
H 4.864 -0.520 3.281
H 4.786 -1.133 5.707
H 2.571 -1.151 6.894
H 0.502 -0.557 5.692
H -0.544 -2.169 4.521
H -2.366 -3.757 5.065
H -4.662 -3.423 4.128
H -5.095 -1.482 2.616
H -3.287 0.076 2.024

4.
Molecular formula: CH8N2O2
Method: DFT, ωB97M-V/def2-TZVPD

Properties
Gap between HOMO and LUMO in eV: 9.1
ΔE to the lowest compared entry with this formula, charge and spin in kcal/mol: 12.1
HOMO in eV: -8.9
LUMO in Eh: 0.0048
SMILES: [H]/N=C/N.O.O

Atoms and positions in Å:
N 2.351 -0.306 -0.093
C 3.190 -1.156 0.580
N 4.368 -1.373 0.160
H 2.721 0.146 -0.917
H 1.405 -0.198 0.244
H 2.715 -1.544 1.483
H 4.896 -2.026 0.715
H -5.559 1.891 -1.340
H -6.746 1.252 -0.580
O -6.497 1.660 -1.419
H -0.916 0.187 -0.306
H -1.172 1.157 0.833
O -0.755 0.310 0.639

5.
Molecular formula: C30H24IrN2O4PS
Method: DFT, ωB97M-V/def2-TZVPD

Properties
Gap between HOMO and LUMO in eV: 6.8
ΔE to the lowest compared entry with this formula, charge and spin in kcal/mol: 14.7
HOMO in eV: -7.2
LUMO in Eh: -0.0180

Atoms and positions in Å:
Ir 0.026 0.280 0.073
C 1.433 3.606 -4.342
C 2.028 3.500 -3.091
C 1.876 2.341 -2.345
C 1.130 1.281 -2.860
C 0.537 1.387 -4.114
C 0.688 2.552 -4.852
P 0.935 -0.202 -1.851
C 2.368 -1.254 -2.167
C 3.519 -0.751 -2.764
C 4.598 -1.591 -3.005
C 4.533 -2.925 -2.636
C 3.392 -3.425 -2.021
C 2.312 -2.593 -1.781
C -0.527 -1.162 -2.236
C -1.086 -1.914 -3.257
C -2.283 -2.560 -2.985
C -2.872 -2.456 -1.723
C -2.287 -1.726 -0.697
C -1.083 -1.069 -0.948
H 1.544 4.515 -4.919
H 2.609 4.320 -2.689
H 2.325 2.272 -1.360
H -0.057 0.570 -4.505
H 0.222 2.637 -5.825
H 3.572 0.291 -3.053
H 5.489 -1.199 -3.478
H 5.375 -3.579 -2.825
H 3.344 -4.464 -1.724
H 1.425 -2.980 -1.295
H -0.605 -2.015 -4.223
H -2.762 -3.159 -3.748
H -3.810 -2.968 -1.543
H -2.762 -1.672 0.276
O -0.637 -3.925 6.628
C -0.987 -4.102 5.333
O -1.841 -4.897 5.058
C -0.277 -3.275 4.309
C -0.726 -3.369 2.993
C -0.121 -2.649 1.983
C 0.952 -1.798 2.259
S 1.804 -0.879 1.005
C 1.400 -1.701 3.576
C 0.800 -2.439 4.585
H 0.036 -3.240 6.706
H -1.555 -4.031 2.780
H -0.475 -2.745 0.966
H 2.226 -1.041 3.807
H 1.205 -2.333 5.586
C 1.871 5.587 1.958
N 0.905 4.592 1.515
C -0.417 4.869 1.429
C -1.323 3.957 1.013
C -0.805 2.668 0.702
O -1.549 1.685 0.319
N 0.506 2.398 0.774
C 1.424 3.333 1.139
O 2.627 3.163 1.143
H 1.333 6.440 2.366
H 2.497 5.908 1.127
H 2.515 5.155 2.719
H -0.702 5.875 1.708
H -2.374 4.179 0.933

6.
Molecular formula: C3F3N
Method: DFT, ωB97M-V/def2-TZVPD

Properties
Gap between HOMO and LUMO in eV: 11.1
ΔE to the lowest compared entry with this formula, charge and spin in kcal/mol: 1.1
HOMO in eV: -10.8
LUMO in Eh: 0.0077
SMILES: N#CC(F)=C(F)F

Atoms and positions in Å:
C 0.882 0.808 -0.611
C 0.379 0.048 0.453
C -0.774 -0.625 0.527
N 1.255 1.409 -1.511
F 1.199 -0.098 1.670
F -1.150 -1.324 1.567
F -1.671 -0.666 -0.432

7.
Molecular formula: C5H10NO2
Method: DFT, ωB97M-V/def2-TZVPD

Properties
Gap between HOMO and LUMO in eV: 6.1
ΔE to the lowest compared entry with this formula, charge and spin in kcal/mol: 48.6
Total charge: -1
HOMO in eV: -2.6
LUMO in Eh: 0.1297
SMILES: O=CNCCCC[O-]

Atoms and positions in Å:
C -1.163 0.609 -0.390
N -0.210 1.424 0.354
C -0.211 2.772 0.322
O 0.653 3.483 0.800
C -0.543 -0.687 -0.898
C -0.022 -1.609 0.220
C 1.529 -1.530 0.459
O 1.952 -2.418 1.340
H -2.006 0.358 0.252
H -1.530 1.188 -1.239
H 0.633 0.961 0.690
H -1.095 3.146 -0.210
H 0.238 -0.458 -1.624
H -1.343 -1.226 -1.421
H -0.474 -1.347 1.179
H -0.158 -2.662 -0.035
H 1.998 -1.558 -0.567
H 1.753 -0.447 0.768

8.
Molecular formula: C14H10AgF7N2O3Sb
Method: DFT, ωB97M-V/def2-TZVPD

Properties
Gap between HOMO and LUMO (spin up / spin down) in eV: 7.3 / 5.6
Multiplicity: 2
Total charge: -2
HOMO (spin up / spin down) in eV: -2.6 / -2.6
LUMO (spin up / spin down) in Eh: 0.1733 / 0.1115
Expectation value of S²: 0.761

Atoms and positions in Å:
Ag -0.252 -1.686 -0.796
O 2.139 2.798 1.571
C 2.777 1.824 2.235
C 3.673 2.184 3.244
C 4.390 1.226 3.932
C 4.220 -0.118 3.638
C 3.312 -0.488 2.663
C 2.583 0.459 1.953
C 1.596 -0.016 0.937
O 1.376 -1.241 0.814
N 1.051 0.974 0.242
N 0.136 0.630 -0.696
C -0.185 1.531 -1.558
C -1.128 1.349 -2.614
C -1.299 2.403 -3.518
C -2.110 2.307 -4.624
C -2.782 1.107 -4.862
C -2.651 0.056 -3.995
C -1.851 0.119 -2.815
O -1.851 -0.867 -2.016
H 1.565 2.301 0.883
H 3.792 3.235 3.467
H 5.087 1.533 4.699
H 4.788 -0.866 4.175
H 3.135 -1.527 2.425
H 0.325 2.502 -1.514
H -0.756 3.325 -3.339
H -2.218 3.143 -5.302
H -3.405 1.012 -5.743
H -3.171 -0.875 -4.171
F 0.743 -2.810 -2.263
F -1.876 -2.778 0.836
Sb -3.271 -3.630 1.823
F -4.463 -2.149 1.590
F -4.658 -4.522 2.851
F -2.639 -2.832 3.450
F -2.147 -5.148 2.141
F -3.975 -4.467 0.259

no.,F_max (eV/Å)
1,1.22
2,5.92
3,1.92
4,0.70
5,0.72
6,3.86
7,1.22
8,1.24